1.
{"formula": "CH5OPS", "method": "ωB97M-V with the def2-TZVPD basis set", "lumo_energy_ev": 0.6, "relative_energy_kcal_mol": 1.2, "energy_ev": -23290.1876, "homo_ev": -8.80, "gap_ev": 9.44, "smiles": "C[P@@H](O)=S", "species": ["P", "H", "H", "S", "C", "O", "H", "H", "H"], "xyz": [[0.50, 0.08, -0.34], [-1.80, -0.20, 0.13], [-1.11, -1.66, -0.15], [2.28, -0.68, 0.00], [-0.92, -0.75, 0.32], [0.31, 1.46, 0.43], [0.84, 2.25, 0.16], [0.32, 0.38, -1.83], [-0.42, -0.88, 1.28]]}

2.
{"formula": "CH5OPS", "method": "ωB97M-V with the def2-TZVPD basis set", "lumo_energy_ev": 0.8, "relative_energy_kcal_mol": 23.6, "energy_ev": -23289.2158, "homo_ev": -9.07, "gap_ev": 9.89, "smiles": "COPS", "species": ["H", "S", "O", "H", "P", "C", "H", "H", "H"], "xyz": [[-2.19, -0.04, -0.76], [2.12, -0.57, 0.80], [-0.18, 0.15, -0.96], [1.78, 1.11, -1.25], [1.00, 0.95, -0.14], [-1.35, -0.31, -0.27], [-1.52, -1.42, -0.11], [1.78, -0.12, 2.06], [-1.45, 0.24, 0.64]]}

3.
{"formula": "CH5OPS", "method": "ωB97M-V with the def2-TZVPD basis set", "lumo_energy_ev": 0.0, "relative_energy_kcal_mol": 51.3, "energy_ev": -23288.0152, "homo_ev": -8.82, "gap_ev": 8.82, "species": ["H", "S", "H", "P", "H", "H", "O", "H", "C"], "xyz": [[-1.75, -0.22, -0.08], [0.22, 0.18, 1.14], [-0.79, 0.85, -0.91], [1.82, -0.91, -0.82], [0.54, 1.53, 1.56], [-1.71, 1.39, 0.38], [2.41, -1.96, 0.01], [0.45, -1.47, -1.27], [-1.20, 0.62, 0.00]]}

4.
{"formula": "CH5OPS", "method": "ωB97M-V with the def2-TZVPD basis set", "lumo_energy_ev": 0.3, "relative_energy_kcal_mol": 65.7, "energy_ev": -23287.3878, "homo_ev": -8.55, "gap_ev": 8.84, "smiles": "[PH3]=S.C=O", "species": ["H", "S", "H", "C", "H", "H", "H", "O", "P"], "xyz": [[0.77, -0.35, -0.30], [-0.04, -3.10, -0.34], [1.21, -1.16, 1.47], [-1.29, 1.96, -0.16], [2.24, -1.72, -0.47], [-1.14, 3.14, 0.00], [-2.44, 1.66, 0.10], [-0.42, 1.17, -0.46], [1.11, -1.61, 0.17]]}

5.
{"formula": "CH5OS2", "method": "ωB97M-V with the def2-TZVPD basis set", "lumo_energy_ev": 3.0, "relative_energy_kcal_mol": 31.1, "energy_ev": -24835.8372, "homo_ev": -2.39, "gap_ev": 5.35, "charge": -1, "species": ["H", "S", "H", "H", "S", "H", "H", "O", "C"], "xyz": [[0.23, -1.56, -1.12], [-3.24, 1.94, -0.58], [2.21, 1.02, 1.69], [-2.65, 1.47, -1.68], [0.99, 0.61, -0.08], [0.81, -1.70, 0.59], [-0.74, -0.92, 0.18], [2.09, 0.26, 1.13], [0.29, -1.10, -0.14]]}

6.
{"formula": "CH5P", "method": "ωB97M-V with the def2-TZVPD basis set", "lumo_energy_ev": [-0.4, -0.4], "relative_energy_kcal_mol": 54.9, "energy_ev": -10403.6183, "homo_ev": [-8.79, -8.79], "gap_ev": [8.38, 8.38], "species": ["P", "H", "H", "C", "H", "H", "H"], "xyz": [[1.02, 1.22, 0.52], [-0.53, -1.72, 0.66], [2.19, 0.77, -0.07], [-0.73, -0.76, 0.09], [-0.60, -0.86, -1.03], [-1.56, -0.09, 0.41], [0.21, 1.43, -0.58]]}

7.
{"formula": "CH5P3", "method": "ωB97M-V with the def2-TZVPD basis set", "lumo_energy_ev": [-0.4, -0.8], "relative_energy_kcal_mol": 110.8, "energy_ev": -28978.8688, "homo_ev": [-8.32, -8.99], "gap_ev": [7.89, 8.19], "species": ["C", "H", "H", "H", "H", "H", "P", "P", "P"], "xyz": [[1.09, 0.20, 0.06], [-1.71, -2.05, 0.88], [0.50, 2.42, -0.65], [-2.58, -1.13, -0.67], [1.70, -0.69, 0.04], [2.49, 1.34, 1.62], [-1.31, -1.61, -0.38], [-0.65, 0.34, 0.40], [0.47, 1.18, -1.30]]}

8.
{"formula": "CH5PS", "method": "ωB97M-V with the def2-TZVPD basis set", "lumo_energy_ev": [-0.6, -1.3], "relative_energy_kcal_mol": 64.8, "energy_ev": -21239.0099, "homo_ev": [-8.61, -8.57], "gap_ev": [8.00, 7.29], "species": ["P", "H", "H", "H", "S", "H", "C", "H"], "xyz": [[1.62, 0.69, 0.35], [2.73, 0.52, 1.31], [-1.16, 0.19, -1.10], [-1.65, 0.41, 0.71], [0.93, -1.26, -0.01], [-2.07, -1.19, -0.33], [-1.55, -0.27, -0.21], [2.21, 0.69, -1.02]]}

9.
{"formula": "CH5PS", "method": "ωB97M-V with the def2-TZVPD basis set", "lumo_energy_ev": -0.5, "relative_energy_kcal_mol": 53.9, "energy_ev": -21239.4818, "homo_ev": -9.39, "gap_ev": 8.90, "smiles": "C=P.S", "species": ["H", "H", "C", "H", "S", "H", "P", "H"], "xyz": [[0.91, -0.69, -0.08], [-0.88, -0.54, -1.02], [-0.86, -0.45, 0.00], [1.56, 0.95, -0.94], [1.96, -0.24, -0.74], [-0.47, -1.32, 0.52], [-1.40, 1.10, 0.46], [-0.82, 1.19, 1.80]]}

10.
{"formula": "CH5PS2", "method": "ωB97M-V with the def2-TZVPD basis set", "lumo_energy_ev": [-2.1, -2.1], "relative_energy_kcal_mol": 76.7, "energy_ev": -32074.7327, "homo_ev": [-8.94, -9.23], "gap_ev": [6.89, 7.11], "species": ["P", "H", "H", "H", "H", "H", "S", "S", "C"], "xyz": [[-0.10, -0.43, 0.70], [-1.90, -0.30, -1.13], [-2.47, -0.33, 0.65], [3.29, 1.25, -0.91], [-1.63, 1.13, 0.06], [-0.15, -1.78, 1.13], [1.23, -0.87, -0.75], [3.44, 1.31, 0.32], [-1.70, 0.02, -0.07]]}

11.
{"formula": "CH5S3", "method": "ωB97M-V with the def2-TZVPD basis set", "lumo_energy_ev": 3.5, "relative_energy_kcal_mol": 2.4, "energy_ev": -33625.1983, "homo_ev": -2.56, "gap_ev": 6.10, "charge": -1, "species": ["H", "S", "S", "H", "C", "H", "H", "H", "S"], "xyz": [[1.45, -0.73, -1.94], [-0.37, 0.70, -1.80], [0.08, 0.40, 2.28], [-0.97, 0.50, 3.09], [0.81, -0.49, -1.11], [1.40, -0.04, -0.32], [0.35, -1.40, -0.76], [-0.71, 0.43, 1.09], [-2.04, 0.63, -0.53]]}

12.
{"formula": "CH6BN", "method": "ωB97M-V with the def2-TZVPD basis set", "lumo_energy_ev": 0.8, "relative_energy_kcal_mol": 68.3, "energy_ev": -3298.9877, "homo_ev": -9.22, "gap_ev": 9.98, "species": ["H", "H", "B", "C", "H", "N", "H", "H", "H"], "xyz": [[-1.36, 1.39, -0.13], [1.10, 1.16, 0.20], [-1.28, 0.24, -0.07], [1.19, 0.10, -0.02], [1.73, -0.01, -0.97], [-0.13, -0.48, -0.07], [-2.93, -0.55, 0.37], [1.78, -0.37, 0.77], [-0.11, -1.49, -0.07]]}

13.
{"formula": "CH6BN", "method": "ωB97M-V with the def2-TZVPD basis set", "lumo_energy_ev": 0.8, "relative_energy_kcal_mol": 26.0, "energy_ev": -3300.8223, "homo_ev": -10.33, "gap_ev": 11.15, "species": ["H", "N", "H", "H", "H", "B", "C", "H", "H"], "xyz": [[1.07, -1.70, -0.55], [-0.78, 1.09, 0.36], [-1.15, 1.97, 0.00], [1.35, -0.48, 0.54], [0.04, 0.80, -1.87], [-0.04, 0.32, -0.49], [0.56, -1.03, 0.06], [0.03, -1.67, 0.76], [-1.08, 0.71, 1.18]]}

14.
{"formula": "CH6BrN2", "method": "ωB97M-V with the def2-TZVPD basis set", "lumo_energy_ev": [-4.9, -4.6], "relative_energy_kcal_mol": 113.6, "energy_ev": -74145.5356, "homo_ev": [-13.86, -13.09], "gap_ev": [8.93, 8.51], "charge": 1, "species": ["C", "H", "H", "N", "N", "Br", "H", "H", "H", "H"], "xyz": [[0.71, 0.31, 0.06], [0.16, -0.32, -1.92], [-1.01, -0.51, -0.82], [0.07, -0.57, -0.87], [0.38, -0.02, 1.39], [2.53, 0.54, -0.32], [0.31, 2.35, 0.00], [-0.37, -0.73, 1.45], [0.35, -1.48, -0.66], [0.69, 0.44, 2.18]]}

15.
{"formula": "CH6Cl2Si2", "method": "ωB97M-V with the def2-TZVPD basis set", "lumo_energy_ev": -0.4, "relative_energy_kcal_mol": 43.2, "energy_ev": -41934.6634, "homo_ev": -8.43, "gap_ev": 8.00, "species": ["Cl", "H", "Si", "H", "H", "H", "H", "Cl", "C", "Si", "H"], "xyz": [[-4.12, -0.10, 0.21], [-3.99, -1.19, -2.50], [-3.04, -0.81, -1.29], [1.82, 0.52, 0.67], [-2.31, -2.06, -0.82], [-1.99, 0.33, -1.46], [0.68, 0.93, 1.94], [1.19, 3.53, 0.15], [0.81, 0.60, 0.92], [-0.06, 1.96, -0.06], [0.22, -0.41, 0.84]]}

16.
{"formula": "CH6FPSi2", "method": "ωB97M-V with the def2-TZVPD basis set", "lumo_energy_ev": -1.0, "relative_energy_kcal_mol": 0.0, "energy_ev": -28893.7454, "homo_ev": -9.25, "gap_ev": 8.30, "smiles": "FP=C([SiH3])[SiH3]", "species": ["H", "H", "P", "Si", "F", "Si", "H", "H", "C", "H", "H"], "xyz": [[1.81, 0.75, 0.37], [0.93, 1.28, -1.66], [-2.18, -0.80, 0.73], [-0.39, 0.95, -1.42], [-1.76, -1.55, 2.16], [1.10, -0.48, 0.89], [1.20, -0.85, 2.27], [-1.10, 0.27, -2.63], [-0.54, -0.29, 0.03], [-1.05, 2.11, -0.95], [1.98, -1.39, 0.21]]}

17.
{"formula": "CH6IN4", "method": "ωB97M-V with the def2-TZVPD basis set", "lumo_energy_ev": -4.1, "relative_energy_kcal_mol": 30.3, "energy_ev": -15185.6884, "homo_ev": -13.10, "gap_ev": 8.99, "smiles": "N/N=N/[C@H]([NH3+])I", "charge": 1, "species": ["N", "H", "I", "H", "C", "N", "H", "H", "H", "H", "N", "N"], "xyz": [[-0.64, -2.50, -0.19], [0.69, 2.61, -0.48], [2.48, 0.01, 0.02], [-0.30, 1.34, -1.12], [0.33, 0.68, 0.68], [-0.04, -1.42, 0.13], [-1.65, -2.48, -0.32], [-0.71, 2.44, 0.06], [0.53, 0.96, 1.66], [-0.06, -3.14, -0.63], [-0.06, 1.81, -0.30], [-0.57, -0.31, 0.50]]}

18.
{"formula": "CH6N", "method": "ωB97M-V with the def2-TZVPD basis set", "lumo_energy_ev": -4.2, "relative_energy_kcal_mol": 10.9, "energy_ev": -2616.9504, "homo_ev": -20.00, "gap_ev": 15.76, "smiles": "C[NH3+]", "charge": 1, "species": ["H", "H", "C", "H", "H", "N", "H", "H"], "xyz": [[-0.60, 0.09, 1.28], [1.33, -0.77, 0.29], [0.79, -0.05, -0.28], [0.58, -0.40, -1.28], [1.17, 0.88, -0.27], [-0.75, 0.08, 0.32], [-1.24, 0.91, -0.04], [-1.28, -0.74, -0.03]]}

19.
{"formula": "CH6N2", "method": "ωB97M-V with the def2-TZVPD basis set", "lumo_energy_ev": 0.8, "relative_energy_kcal_mol": 43.6, "energy_ev": -4112.4421, "homo_ev": -9.09, "gap_ev": 9.87, "smiles": "C=N.N", "species": ["H", "N", "H", "H", "H", "N", "C", "H", "H"], "xyz": [[0.73, 3.83, 7.02], [-0.71, -1.46, -4.33], [-0.44, -2.51, -2.61], [0.40, 2.22, 6.52], [0.47, -3.12, -4.20], [0.67, 3.16, 6.28], [-0.28, -2.49, -3.70], [-0.58, -0.56, -3.90], [1.53, 3.10, 5.76]]}

20.
{"formula": "CH6N2O", "method": "ωB97M-V with the def2-TZVPD basis set", "lumo_energy_ev": 0.9, "relative_energy_kcal_mol": 5.6, "energy_ev": -6162.2523, "homo_ev": -9.36, "gap_ev": 10.27, "smiles": "NC=O.N", "species": ["H", "H", "H", "H", "O", "N", "H", "C", "N", "H"], "xyz": [[0.76, 1.68, 2.11], [-0.13, 2.58, 1.07], [0.16, 0.96, 0.68], [-1.52, -1.27, -1.46], [1.34, -0.77, -0.21], [0.05, 1.64, 1.40], [0.78, -1.41, -2.04], [0.51, -1.12, -1.02], [-0.81, -1.22, -0.75], [-1.14, -1.07, 0.20]]}